1.
Molecular formula: C6H12
Method: DFT, the ωB97M-V functional and the def2-TZVPD basis

Last column: Mulliken charge in e.
Atoms and positions in Å:
C 0.4563 2.1412 0.8273  -1.15
C -0.3416 1.6514 -0.3881  -0.50
C -0.7225 0.1486 -0.3900  -0.61
C 0.4048 -0.8096 -0.0237  0.12
C 0.4577 -2.0844 -0.8376  -0.68
C -0.1510 -2.0778 0.5400  -0.54
H 1.4936 1.7839 0.8195  0.29
H -0.0074 1.8011 1.7594  0.30
H 0.5044 3.2371 0.8526  0.36
H -1.2773 2.2139 -0.4541  0.33
H 0.2232 1.9192 -1.3009  0.26
H -1.1001 -0.0942 -1.3914  0.28
H -1.6118 -0.1953 0.2744  0.26
H 1.2945 -0.3954 0.4510  0.29
H -0.1994 -2.0934 -1.7021  0.22
H 1.3957 -2.6200 -1.0042  0.25
H 0.4378 -2.5917 1.3005  0.28
H -1.2568 -1.9347 0.6675  0.22

Summary:
ΔE to the lowest compared entry with this formula, charge and spin, eV: 1.648
Spin multiplicity: 1
Largest force on an atom, Eh/bohr: 0.0414
Frontier orbital gap, eV: 11.18
Lowest unoccupied orbital energy, eV: 1.290


2.
Molecular formula: C6H12
Method: DFT, the ωB97M-V functional and the def2-TZVPD basis

Last column: Mulliken charge in e.
Atoms and positions in Å:
C 1.8621 -0.8419 -1.2107  -1.14
C 0.6175 0.0187 -1.3761  -0.52
C -0.2015 0.3303 -0.1224  0.56
C -0.4105 1.7053 0.1779  -1.22
C -0.6976 -0.7315 0.5714  -0.24
C -1.1382 -0.4866 1.9940  -1.37
H 2.1270 -0.8478 -0.1403  0.35
H 2.7525 -0.5207 -1.7380  0.31
H 1.5973 -1.8995 -1.2353  0.32
H 0.7849 0.9325 -1.9537  0.40
H -0.1067 -0.5479 -1.9787  0.32
H 0.0826 2.4522 -0.4308  0.33
H -1.1465 2.0042 0.9102  0.31
H -1.2720 -1.4945 0.0682  0.30
H -1.1562 1.1412 -0.7320  0.29
H -0.3378 0.0717 2.4885  0.34
H -1.3226 -1.4120 2.5308  0.36
H -2.0343 0.1261 2.1770  0.28

Summary:
ΔE to the lowest compared entry with this formula, charge and spin, eV: 4.103
Spin multiplicity: 1
Largest force on an atom, Eh/bohr: 0.0800
Frontier orbital gap, eV: 8.22
Lowest unoccupied orbital energy, eV: 0.936